Record 1
Entry from the OMol25 dataset: C35H57AlO3PSi2 as an isolated structure (ωB97M-V/def2-TZVPD).

Atoms and positions in Å:
O1 -1.29 -1.78 -1.95
O2 0.71 1.34 -5.26
C1 -0.36 -2.71 -2.40
C2 -1.05 -4.09 -2.34
H1 0.51 -2.62 -1.71
H2 -0.02 -2.58 -3.44
H3 -1.18 -4.24 -1.28
H4 -0.45 -4.90 -2.78
H5 -2.01 -4.05 -2.86
C3 -1.87 -0.83 -2.93
C4 -1.68 -1.17 -4.37
H6 -1.31 0.07 -2.64
H7 -2.94 -0.75 -2.67
H8 -0.75 -0.79 -4.75
H9 -2.44 -0.63 -4.91
H10 -1.77 -2.21 -4.65
C5 0.29 2.56 -4.64
C6 2.09 1.14 -5.48
C7 -1.11 2.94 -5.04
H11 0.98 3.37 -4.93
H12 0.38 2.39 -3.55
H13 -1.21 3.11 -6.11
H14 -1.37 3.87 -4.57
H15 -1.80 2.17 -4.73
C8 2.43 0.66 -6.86
H16 2.37 0.38 -4.74
H17 2.63 2.06 -5.27
H18 1.87 -0.22 -7.15
H19 3.47 0.40 -6.88
H20 2.32 1.43 -7.62
H21 0.46 -0.07 -0.20
Al1 -0.86 0.05 0.88
C9 1.37 -0.16 -0.91
Si1 2.87 0.69 -0.39
H22 1.80 -1.15 -0.96
H23 1.21 0.37 -1.84
C10 3.76 -0.13 -1.89
C11 3.63 0.17 1.14
C12 2.54 2.47 -0.68
C13 -2.26 -1.09 0.89
Si2 -3.88 -0.29 0.40
H24 -2.35 -1.39 1.95
H25 -2.12 -2.02 0.34
C14 -4.92 -1.60 -0.51
C15 -3.78 1.21 -0.74
C16 -4.72 0.28 2.00
H26 1.93 2.67 -1.58
H27 3.56 2.88 -0.82
H28 2.04 2.91 0.19
H29 3.58 -1.23 -1.97
H30 4.83 0.03 -1.67
H31 3.47 0.31 -2.87
H32 3.12 -0.60 1.73
H33 3.72 1.05 1.76
H34 4.62 -0.20 0.85
H35 -4.35 1.02 -1.66
H36 -2.75 1.46 -1.01
H37 -4.22 2.07 -0.23
H38 -5.74 0.67 1.81
H39 -4.10 1.09 2.46
H40 -4.80 -0.56 2.72
H41 -5.98 -1.55 -0.21
H42 -4.53 -2.61 -0.27
H43 -4.86 -1.45 -1.61
O3 -1.90 2.60 1.15
C17 -0.84 2.00 1.32
C18 0.35 2.57 2.02
C19 0.59 3.96 2.07
C20 1.67 4.41 2.81
C21 2.48 3.51 3.50
C22 2.23 2.15 3.47
C23 1.18 1.65 2.71
P1 0.43 -0.09 2.90
C24 0.45 -0.03 4.70
C25 1.50 -0.64 5.41
C26 1.58 -0.51 6.80
C27 0.59 0.20 7.50
C28 -0.46 0.79 6.79
C29 -0.53 0.69 5.40
C30 0.54 -1.98 2.79
C31 -0.48 -2.64 3.51
C32 -0.80 -3.96 3.21
C33 -0.06 -4.65 2.24
C34 1.00 -4.02 1.60
C35 1.32 -2.70 1.86
H44 -0.09 4.63 1.54
H45 1.85 5.47 2.85
H46 3.32 3.88 4.05
H47 2.85 1.46 4.03
H48 2.26 -1.22 4.89
H49 2.41 -0.97 7.35
H50 0.65 0.30 8.59
H51 -1.24 1.35 7.33
H52 -1.33 1.17 4.85
H53 -1.04 -2.10 4.27
H54 -1.62 -4.43 3.73
H55 -0.33 -5.67 1.99
H56 1.59 -4.57 0.86
H57 2.15 -2.21 1.36

HOMO-LUMO gap = 7.06 eV
Net charge = +1
Total energy = -74995.111 eV


Record 2
Entry from the OMol25 dataset: C35H57N2NiO2P2 as an isolated structure (ωB97M-V/def2-TZVPD).

Atoms and positions in Å:
C1 0.70 -2.03 -2.39
C2 1.92 -0.02 -2.82
C3 1.02 -2.53 -3.65
C4 2.37 -0.57 -4.05
C5 1.88 -1.80 -4.47
H1 0.60 -3.49 -3.94
H2 3.06 0.02 -4.65
H3 2.17 -2.21 -5.43
N1 1.11 -0.80 -2.02
P1 0.48 -2.48 0.35
P2 1.26 1.98 -1.02
C6 -0.13 -2.83 -1.37
H4 -1.19 -2.52 -1.42
H5 -0.11 -3.90 -1.61
C7 2.19 1.30 -2.36
H6 2.91 1.89 -2.93
C8 -0.18 2.97 -1.85
C9 2.37 3.29 -0.18
C10 -0.83 -3.04 1.63
C11 1.98 -3.66 0.45
C12 -1.25 3.26 -0.79
H7 -0.91 3.94 -0.01
H8 -2.13 3.73 -1.27
H9 -1.60 2.35 -0.30
C13 0.30 4.28 -2.49
H10 0.63 5.02 -1.75
H11 1.10 4.10 -3.22
H12 -0.54 4.73 -3.03
C14 -0.79 2.13 -2.98
H13 -1.65 2.67 -3.41
H14 -0.06 1.95 -3.79
H15 -1.16 1.16 -2.63
C15 1.50 4.21 0.70
H16 0.86 3.61 1.37
H17 2.16 4.82 1.35
H18 0.88 4.91 0.13
C16 3.36 2.60 0.77
H19 2.85 2.05 1.57
H20 4.03 1.91 0.25
H21 3.98 3.37 1.24
C17 3.22 4.08 -1.19
H22 2.63 4.69 -1.88
H23 3.88 4.75 -0.64
H24 3.85 3.40 -1.78
C18 2.51 -3.68 1.90
H25 3.47 -4.20 1.90
H26 2.69 -2.67 2.28
H27 1.85 -4.22 2.59
C19 3.10 -3.11 -0.45
H28 2.85 -3.18 -1.51
H29 3.35 -2.07 -0.20
H30 4.00 -3.72 -0.27
C20 1.69 -5.10 -0.01
H31 2.62 -5.68 0.14
H32 0.91 -5.60 0.57
H33 1.44 -5.16 -1.07
C21 -2.16 -2.35 1.33
H34 -2.53 -2.54 0.32
H35 -2.92 -2.73 2.04
H36 -2.09 -1.27 1.48
C22 -0.40 -2.59 3.03
H37 -0.24 -1.50 3.08
H38 -1.21 -2.84 3.74
H39 0.50 -3.09 3.40
C23 -1.04 -4.56 1.58
H40 -1.20 -4.92 0.55
H41 -0.22 -5.11 2.05
H42 -1.95 -4.80 2.15
Ni1 0.63 -0.09 -0.17
C24 1.94 -0.30 1.12
O1 2.92 -0.36 1.76
N2 -1.36 0.04 -0.41
C25 -2.39 -0.02 -0.98
C26 -3.68 0.00 -1.54
C27 -4.80 0.00 -0.69
C28 -3.86 0.02 -2.95
C29 -6.09 0.04 -1.23
H43 -4.65 -0.02 0.39
C30 -5.15 0.08 -3.47
H44 -2.98 -0.01 -3.60
C31 -6.26 0.09 -2.62
H45 -6.95 0.04 -0.57
H46 -5.28 0.13 -4.56
H47 -7.26 0.12 -3.04
C32 1.04 2.54 4.44
C33 0.62 1.10 4.16
O2 -0.17 0.95 2.97
C34 -1.47 1.55 3.02
C35 -2.40 1.00 4.09
H48 1.63 2.95 3.61
H49 1.68 2.55 5.32
H50 0.18 3.19 4.61
H51 1.51 0.48 3.98
H52 0.08 0.68 5.03
H53 -1.37 2.64 3.15
H54 -1.90 1.38 2.02
H55 -2.06 1.32 5.08
H56 -3.41 1.40 3.92
H57 -2.46 -0.10 4.07

Expectation value of S² = 2.06
HOMO-LUMO gap (spin up / spin down) = 6.77 / 4.49 eV
Net charge = +1
2S+1 = 3
Total energy = -103910.027 eV


We obtain energy relative to the best compared isomer or geometry (same formula, charge and spin) values of 29.0 0.0 kcal per mole for the records listed above, in that order.